Entry 1:
Entry from OMol25: the molecule C3H6N2S at a distorted geometry (ωB97M-V with the def2-TZVPD basis set).

```
! RIJCOSX wB97M-V def2-TZVPD def2/J DEFGRID3
* xyz 0 1
C 2.144 -0.017 -0.016
N 0.830 -0.093 -0.298
N 0.290 -1.383 0.026
C -0.915 -1.545 -0.149
S -2.132 -0.439 -0.068
C -1.202 1.204 -0.036
H 2.710 -1.016 0.216
H 2.743 1.010 -0.043
H -1.078 -2.587 0.068
H -2.063 1.864 0.368
H -0.935 1.779 -0.981
H -0.392 1.223 0.913
*
```

The value obtained for the largest force on an atom is 6.2 eV Å⁻¹. The calculation puts the energy relative to the best compared isomer or geometry (same formula, charge and spin) at 104.1 kcal/mol. The calculation puts the frontier orbital gap at 8.997 eV. Its HOMO energy is -0.3096 Ha. As for the SMILES: C=N/N=C\SC.

Entry 2:
Entry from OMol25: the molecule C3H6N2S at a distorted geometry (ωB97M-V with the def2-TZVPD basis set).

```
! RIJCOSX wB97M-V def2-TZVPD def2/J DEFGRID3
* xyz 0 1
H -2.477 0.600 -3.298
N -2.162 -0.190 -2.792
N -1.473 0.001 -1.837
S -0.567 -1.623 -1.111
C 0.337 -0.776 0.100
C 1.441 -1.347 0.588
C -0.408 0.399 0.688
H 1.983 -2.150 -0.043
H 1.968 -0.855 1.451
H -1.241 -0.020 1.226
H 0.312 1.023 1.289
H -0.899 1.015 -0.116
*
```

The value obtained for the largest force on an atom is 3.2 eV Å⁻¹. The calculation puts the energy relative to the best compared isomer or geometry (same formula, charge and spin) at 80.6 kcal/mol. The calculation puts the frontier orbital gap at 8.733 eV. Its HOMO energy is -0.3077 Ha. As for the SMILES: [H]/N=N/SC(=C)C.

Entry 3:
Entry from OMol25: a structure of composition C3H6N2S at a distorted geometry (ωB97M-V with the def2-TZVPD basis set).

```
! RIJCOSX wB97M-V def2-TZVPD def2/J DEFGRID3
* xyz 0 1
C -0.238 -0.033 -0.059
C 0.576 -1.071 -0.638
C 0.203 -2.320 -0.287
H 1.698 1.896 -2.001
H 2.172 0.344 -0.563
H -0.245 2.041 0.226
H 1.036 -0.684 -1.865
H -0.341 -2.534 0.769
H 0.744 -2.893 -1.008
N 1.684 1.612 -0.794
N 0.310 1.228 -0.342
S -1.391 0.156 1.144
*
```

The value obtained for the largest force on an atom is 5.9 eV Å⁻¹. The calculation puts the energy relative to the best compared isomer or geometry (same formula, charge and spin) at 162.2 kcal/mol. The calculation puts the frontier orbital gap at 7.655 eV. Its HOMO energy is -0.3029 Ha.

Entry 4:
Entry from OMol25: the molecule C3H6N2S at a distorted geometry (ωB97M-V with the def2-TZVPD basis set).

```
! RIJCOSX wB97M-V def2-TZVPD def2/J DEFGRID3
* xyz 0 1
N -0.043 -0.106 -2.029
N 0.177 0.015 -0.597
C -0.011 1.126 0.348
C 0.198 0.038 1.418
C 0.188 -0.916 0.423
S 0.173 -2.667 0.553
H 0.462 -0.916 -2.382
H -1.174 -0.123 -2.454
H -1.062 1.592 0.536
H 0.645 1.886 0.016
H -0.606 -0.008 2.231
H 1.055 0.079 1.938
*
```

The value obtained for the largest force on an atom is 7.1 eV Å⁻¹. The calculation puts the energy relative to the best compared isomer or geometry (same formula, charge and spin) at 88.5 kcal/mol. The calculation puts the frontier orbital gap at 8.684 eV. Its HOMO energy is -0.3037 Ha. As for the SMILES: NN1CCC1=S.

Entry 5:
Entry from OMol25: the molecule C3H6N2S2 at a distorted geometry (ωB97M-V with the def2-TZVPD basis set).

```
! RIJCOSX wB97M-V def2-TZVPD def2/J DEFGRID3
* xyz 0 1
C 2.238 -0.322 0.842
C 1.079 -0.010 -0.036
N 0.502 1.113 -0.057
N -0.703 1.094 -0.754
C -1.389 -0.081 -0.737
S -2.641 -0.075 0.690
S -0.064 -1.408 -0.559
H 3.132 -0.438 0.172
H 2.172 -1.376 1.331
H 2.402 0.551 1.579
H -1.206 1.940 -0.793
H -1.797 -0.365 -1.754
H -3.727 -0.622 0.076
*
```

The value obtained for the largest force on an atom is 3.7 eV Å⁻¹. The calculation puts the energy relative to the best compared isomer or geometry (same formula, charge and spin) at 44.8 kcal/mol. The calculation puts the frontier orbital gap at 9.048 eV. Its HOMO energy is -0.3068 Ha. As for the SMILES: CC1=NN[C@H](S)S1.

Entry 6:
Entry from OMol25: the molecule C3H6N2S3 at a distorted geometry (ωB97M-V with the def2-TZVPD basis set).

```
! RIJCOSX wB97M-V def2-TZVPD def2/J DEFGRID3
* xyz 0 1
C 1.737 0.398 -0.305
C 0.648 0.225 0.736
C -0.660 -0.286 0.168
S -0.586 -2.088 -0.152
N -1.111 0.373 -1.006
N -2.267 0.780 -1.130
S -3.373 0.636 0.015
S -2.114 -0.262 1.438
H 1.194 0.679 -1.178
H 2.290 -0.393 -0.512
H 2.333 1.249 0.016
H 0.224 1.203 0.915
H 1.066 -0.169 1.611
H 0.619 -2.345 -0.617
*
```

The value obtained for the largest force on an atom is 4.8 eV Å⁻¹. The calculation puts the energy relative to the best compared isomer or geometry (same formula, charge and spin) at 62.0 kcal/mol. The calculation puts the frontier orbital gap (alpha / beta) at 8.862 / 8.862 eV. Its HOMO energy (alpha / beta) is -0.3222 / -0.3222 Ha. As for the SMILES: CC[C@]1(S)N=NSS1.